This record from the OMol25 dataset describes 17 unconnected molecules or ions with the total composition C31H91N5O36S7 at a distorted geometry. The level of theory is wB97M-V/def2-TZVPD.

The HOMO-LUMO gap is 9.36 eV. Its multiplicity is 1. For the molecular weight, the calculation gives 1334.537 g mol⁻¹. The max |F| comes out at 5.0 eV Å⁻¹. Its total charge is 0.

Each line ends with the Mulliken charge.
Cartesian coordinates (Å):
C -10.601 -26.646 -6.928  0.085
O -10.357 -26.763 -8.313  -0.474
H -9.682 -26.520 -6.357  0.086
H -11.186 -25.752 -6.711  -0.179
H -11.175 -27.463 -6.492  0.273
H -9.421 -26.768 -8.527  0.305
C -5.158 -24.015 -8.053  -0.316
O -6.618 -23.965 -7.830  0.054
H -4.600 -24.484 -7.243  -0.126
H -5.000 -24.677 -8.905  0.316
H -4.656 -23.073 -8.271  0.149
H -6.859 -24.889 -7.732  -0.111
C -7.374 -27.303 -9.538  -0.901
O -7.361 -26.459 -8.512  -0.403
H -6.427 -27.703 -9.900  0.295
H -7.941 -28.186 -9.244  0.346
H -7.918 -26.812 -10.345  0.310
H -6.976 -26.963 -7.792  0.160
C -9.880 -22.734 -6.899  -1.048
O -8.562 -22.238 -6.762  0.444
H -10.043 -22.921 -7.960  0.278
H -10.124 -23.566 -6.238  0.431
H -10.583 -21.929 -6.688  0.247
H -7.996 -22.782 -7.315  -0.033
C -6.219 -17.584 -5.510  -0.524
O -7.232 -17.915 -4.534  -0.514
H -6.439 -16.562 -5.818  0.273
H -5.220 -17.692 -5.087  0.289
H -6.310 -18.280 -6.343  0.172
H -7.088 -18.831 -4.284  0.405
O -7.610 -20.237 -3.039  -0.567
S -8.232 -21.484 -2.699  1.083
O -7.620 -22.752 -3.014  -0.569
O -8.653 -21.401 -1.069  -0.375
C -8.705 -20.147 -0.487  -0.175
C -10.222 -19.587 -0.530  -1.054
C -9.919 -21.539 -3.524  -0.445
H -8.084 -19.329 -0.852  0.171
H -8.437 -20.377 0.544  0.374
H -11.036 -20.309 -0.473  0.273
H -10.433 -19.036 -1.447  0.249
H -10.371 -18.927 0.325  0.410
H -10.535 -22.142 -2.856  0.546
H -9.848 -22.068 -4.474  -0.286
H -10.256 -20.506 -3.615  0.194
O -14.412 -23.897 -12.921  -0.576
S -13.983 -25.261 -12.740  1.222
O -14.832 -26.207 -12.087  -0.604
O -13.521 -25.857 -14.290  -0.334
C -13.210 -27.166 -14.382  -0.176
C -13.737 -27.690 -15.799  -1.304
C -12.396 -25.397 -11.785  -0.836
H -13.703 -27.895 -13.738  0.304
H -12.147 -27.271 -14.163  0.334
H -13.198 -28.588 -16.101  0.375
H -13.456 -27.034 -16.623  0.348
H -14.823 -27.766 -15.842  0.298
H -12.542 -24.947 -10.804  0.112
H -11.662 -24.856 -12.383  0.419
H -12.093 -26.444 -11.793  0.384
O -14.530 -27.086 -7.179  -0.657
S -14.651 -25.668 -6.916  1.161
O -13.866 -24.723 -7.695  -0.393
O -16.224 -25.122 -7.078  -0.341
C -16.979 -25.610 -8.153  -0.523
C -16.633 -24.987 -9.471  -0.537
C -14.516 -25.217 -5.130  -0.864
H -17.999 -25.265 -7.984  0.270
H -16.931 -26.696 -8.075  0.417
H -15.582 -25.254 -9.581  0.011
H -16.664 -23.897 -9.472  0.194
H -17.253 -25.318 -10.304  0.411
H -14.991 -24.237 -5.079  0.375
H -13.449 -25.181 -4.911  0.169
H -15.121 -25.992 -4.660  0.332
O -2.032 -27.424 -3.902  -0.607
S -2.269 -26.255 -4.739  1.119
O -2.139 -26.428 -6.205  -0.636
O -3.731 -25.499 -4.374  -0.066
C -4.792 -26.380 -4.319  -0.658
C -6.201 -25.882 -4.800  -0.432
C -1.193 -24.842 -4.400  -0.704
H -4.852 -26.619 -3.257  0.241
H -4.598 -27.222 -4.984  0.519
H -6.273 -25.572 -5.842  -0.264
H -6.583 -25.099 -4.145  0.138
H -6.875 -26.724 -4.641  0.586
H -1.248 -24.874 -3.312  0.351
H -1.671 -23.943 -4.790  0.040
H -0.221 -25.157 -4.779  0.432
O -14.854 -19.481 -12.656  -0.611
S -15.284 -18.973 -11.344  1.171
O -16.289 -19.611 -10.494  -0.603
O -13.907 -18.643 -10.467  -0.061
C -13.999 -18.149 -9.149  -0.310
C -13.016 -16.962 -9.118  -0.912
C -15.821 -17.194 -11.606  -0.885
H -13.759 -19.002 -8.514  0.006
H -15.025 -17.923 -8.857  0.589
H -11.962 -17.168 -9.303  -0.021
H -13.087 -16.457 -8.154  0.366
H -13.303 -16.121 -9.750  0.340
H -16.373 -16.909 -10.710  0.323
H -16.389 -17.000 -12.516  0.408
H -14.889 -16.632 -11.554  0.237
O -2.708 -21.554 -3.701  -0.649
S -3.746 -21.074 -4.551  1.134
O -4.684 -20.133 -3.982  -0.553
O -3.075 -20.467 -5.949  -0.270
C -1.960 -21.027 -6.553  0.126
C -2.010 -20.856 -8.066  -1.145
C -4.710 -22.493 -5.244  -0.134
H -1.822 -22.095 -6.385  -0.029
H -1.187 -20.423 -6.077  0.388
H -2.579 -21.653 -8.545  0.204
H -1.024 -20.781 -8.525  0.373
H -2.480 -19.882 -8.202  0.289
H -3.953 -22.959 -5.875  -0.283
H -5.623 -22.185 -5.753  0.171
H -5.121 -23.192 -4.517  0.256
O -10.746 -14.918 -9.593  -0.587
S -10.292 -15.219 -8.237  1.156
O -11.154 -14.980 -7.111  -0.619
O -9.823 -16.848 -8.198  -0.221
C -9.542 -17.419 -6.904  -0.114
C -9.430 -18.867 -6.959  -0.115
C -8.598 -14.548 -8.002  -1.037
H -10.243 -16.992 -6.187  0.442
H -8.622 -17.033 -6.465  -0.112
H -10.163 -19.344 -7.609  -0.062
H -9.507 -19.370 -5.996  0.097
H -8.489 -19.063 -7.473  0.160
H -8.657 -13.567 -8.474  0.435
H -7.844 -15.227 -8.399  0.291
H -8.428 -14.464 -6.928  0.356
C -11.714 -19.452 -12.387  -0.227
N -10.375 -18.736 -12.695  0.898
O -10.114 -17.712 -12.101  -0.563
O -9.573 -19.281 -13.436  -0.562
H -11.863 -20.139 -13.220  0.252
H -12.445 -18.658 -12.543  0.209
H -11.617 -19.891 -11.394  0.021
C -13.751 -17.759 -5.699  -0.478
N -13.820 -18.056 -4.251  0.955
O -12.864 -18.614 -3.791  -0.542
O -14.819 -17.706 -3.655  -0.574
H -13.061 -18.451 -6.182  0.024
H -13.350 -16.753 -5.830  0.301
H -14.785 -17.715 -6.040  0.336
C -8.908 -21.344 -10.261  0.181
N -8.098 -22.073 -11.326  0.912
O -7.538 -21.308 -12.073  -0.549
O -8.034 -23.341 -11.331  -0.577
H -9.132 -20.384 -10.727  -0.020
H -8.158 -21.295 -9.471  0.110
H -9.785 -21.990 -10.217  -0.093
C -14.252 -21.786 -9.108  -0.470
N -12.862 -21.802 -9.566  1.101
O -12.522 -22.430 -10.541  -0.344
O -12.107 -21.079 -8.913  -0.637
H -14.864 -22.485 -9.678  -0.097
H -14.745 -20.824 -9.249  -0.106
H -14.271 -21.971 -8.034  0.380
C -13.087 -28.054 -3.338  -0.663
N -12.086 -26.960 -3.226  0.876
O -11.010 -27.210 -3.776  -0.505
O -12.398 -25.881 -2.757  -0.517
H -12.649 -28.950 -2.900  0.275
H -13.243 -28.166 -4.411  0.242
H -13.899 -27.545 -2.817  0.302